This record from the OMol25 dataset describes a 2-piece molecular cluster, C9H14O overall. The level of theory is ωB97M-V/def2-TZVPD.

## Properties
E_LUMO: 0.7 eV
energy above the lowest of the compared OMol25 structures with the same formula, charge and spin: 2.018 eV
max |F|: 5.1 eV Å⁻¹
energy: -11605.6191 eV
multiplicity: 1
Kohn-Sham gap: 9.1 eV

XYZ file:
```
24
C9H14O (ωB97M-V/def2-TZVPD)
C 0.51213 -0.20456 -3.01137
C 0.28610 0.32974 -1.74601
C 0.89538 -0.14792 -0.55270
C 0.52350 0.41771 0.70922
C -0.51756 1.44486 0.74155
O -0.50452 2.16888 1.89358
C -0.90003 1.97565 -0.45060
C -0.58823 1.40267 -1.63323
H 1.31082 -0.84569 -3.22433
H 0.69316 0.58522 -3.70933
H -0.44809 -0.67584 -3.39003
H 1.59184 -1.01330 -0.79863
H 0.80947 -0.00195 1.68861
H -1.46208 2.45516 2.32187
H -1.42779 3.00130 -0.44761
H -1.00256 1.81602 -2.53023
C -0.56423 -2.76203 1.74815
C 0.87540 -3.25841 1.66267
H -1.25836 -3.40560 1.20926
H -0.85458 -2.77202 2.81900
H -0.82875 -1.72409 1.37680
H 1.19454 -3.41100 0.61143
H 1.03177 -4.17672 2.20185
H 1.55207 -2.36886 1.91663
```